The following is a quantum chemistry calculation of 2 unconnected molecules or ions with the total composition C7H12N4O2S in a non-equilibrium geometry, from the Open Molecules 2025 dataset.

The geometry in XYZ format:
```
26
Properties=species:S:1:pos:R:3:nbo_charge:R:1
C -1.35 2.05 -1.30 -0.24
C -1.19 0.81 -0.69 -0.21
C -0.19 0.57 2.33 -0.49
C -1.28 -0.56 2.05 -0.66
C 1.06 -0.94 0.64 -0.73
C 0.83 0.39 1.21 0.49
C -1.86 -1.49 -1.76 -0.42
N -1.91 1.88 -2.55 -0.27
N -2.14 0.63 -2.70 -0.10
N -1.79 -0.02 -1.63 -0.24
N 1.68 1.40 0.98 -0.70
O 0.60 -2.39 2.82 -0.94
O -0.82 -2.94 0.88 -0.92
S -0.19 -1.96 1.67 2.15
H -1.34 2.96 -0.87 0.19
H -0.44 1.55 2.63 0.26
H 0.20 0.15 3.25 0.26
H -2.00 -0.97 2.66 0.25
H -1.75 -0.30 1.07 0.31
H 0.75 -1.08 -0.33 0.29
H 2.06 -1.41 0.76 0.27
H -1.73 -1.91 -0.74 0.22
H -2.83 -1.85 -2.10 0.23
H -0.92 -1.90 -2.32 0.20
H 1.67 2.23 1.52 0.40
H 2.62 1.29 0.59 0.41
```

Results
- HOMO (spin up / spin down) (eV) = -8.0 / -8.0
- calculated total energy (eV) = -28338.073
- total charge = 0

The following is a quantum chemistry calculation of 10 unconnected molecules or ions with the total composition C27H75NO10 in a non-equilibrium geometry, from the Open Molecules 2025 dataset.

The geometry in XYZ format:
```
113
Properties=species:S:1:pos:R:3:mulliken_charge:R:1
C 4.00 -3.16 -0.37 -0.95
C 4.68 -2.69 -1.65 0.69
C 3.68 -2.11 -2.56 -1.06
O 5.64 -1.68 -1.34 -0.62
H 3.31 -4.01 -0.48 0.44
H 3.35 -2.39 0.08 -0.22
H 4.77 -3.32 0.38 0.40
H 5.22 -3.45 -2.22 0.31
H 3.08 -1.41 -2.03 -0.09
H 3.04 -2.88 -3.03 0.44
H 4.07 -1.52 -3.38 0.39
H 5.24 -0.83 -1.46 0.26
C 4.68 3.25 -2.20 -1.02
C 3.58 2.23 -2.37 1.15
C 3.32 1.78 -3.78 -1.26
O 3.86 1.16 -1.48 0.15
H 4.54 4.08 -2.83 0.51
H 5.65 2.81 -2.46 0.31
H 4.65 3.59 -1.15 -0.18
H 2.60 2.81 -2.07 -0.06
H 2.81 2.62 -4.29 0.38
H 2.58 0.93 -3.80 0.07
H 4.22 1.51 -4.35 0.37
H 3.88 1.55 -0.60 -0.09
C -3.12 -2.39 4.04 -1.65
C -2.17 -1.74 3.05 0.79
C -1.06 -2.69 2.72 -1.33
O -2.89 -1.46 1.80 0.40
H -2.57 -2.74 4.91 0.40
H -3.71 -3.27 3.61 0.29
H -3.92 -1.70 4.36 0.35
H -1.84 -0.77 3.43 -0.04
H -1.38 -3.54 2.20 0.57
H -0.36 -2.91 3.59 0.30
H -0.33 -2.30 2.00 0.06
H -2.97 -2.32 1.30 -0.07
C -2.59 3.64 -3.80 -1.66
C -1.79 2.42 -4.06 1.85
C -2.36 1.58 -5.18 -1.20
O -0.49 2.89 -4.38 -0.63
H -2.80 4.15 -4.75 0.36
H -2.19 4.37 -3.14 0.42
H -3.58 3.38 -3.42 0.36
H -1.72 1.77 -3.16 -0.64
H -1.51 1.02 -5.58 0.34
H -2.80 2.15 -6.03 0.30
H -3.08 0.83 -4.82 0.25
H 0.14 2.17 -4.57 0.28
C 0.41 0.91 -1.10 -0.33
C -0.30 0.23 0.14 1.64
C -0.40 1.17 1.31 -0.78
O -1.55 -0.24 -0.30 0.41
H 0.22 1.98 -1.01 0.47
H -0.03 0.48 -1.98 -0.44
H 1.49 0.61 -1.12 -0.28
H 0.33 -0.60 0.47 -0.57
H -0.57 0.61 2.25 -0.57
H -1.12 1.98 1.27 0.55
H 0.65 1.62 1.34 0.13
H -2.14 -0.48 0.48 -0.22
C 2.40 -0.30 2.96 -1.18
C 3.22 0.43 1.89 2.27
C 3.47 1.88 2.29 -1.48
O 4.01 2.62 1.17 -0.30
C 4.50 3.85 1.65 -0.96
N 4.54 -0.12 1.69 -0.70
H 1.36 -0.02 2.87 -0.03
H 2.73 -0.03 3.95 0.34
H 2.55 -1.37 2.89 0.44
H 2.57 0.46 1.03 -0.95
H 4.20 1.91 3.11 0.52
H 2.51 2.34 2.50 0.45
H 4.91 4.48 0.83 0.29
H 5.25 3.70 2.43 0.34
H 3.71 4.43 2.12 0.34
H 4.92 0.58 1.10 0.43
H 4.54 -1.01 1.14 0.08
C 0.50 0.72 7.16 -1.15
C -0.29 0.63 5.83 -0.14
O -0.35 -0.66 5.40 -0.33
H 0.49 1.65 7.58 0.45
H 1.61 0.68 6.91 0.23
H 0.27 -0.09 7.88 0.30
H 0.19 1.28 5.00 0.08
H -1.29 1.11 5.92 0.34
H -0.83 -1.17 6.03 0.24
C -0.74 -2.42 -3.47 -0.67
C -2.20 -2.05 -3.65 -0.56
O -2.78 -1.50 -2.48 -0.47
H -0.43 -3.27 -4.13 0.44
H -0.66 -2.78 -2.44 0.19
H -0.28 -1.46 -3.64 0.05
H -2.73 -2.98 -3.81 0.35
H -2.33 -1.50 -4.59 0.32
H -2.22 -0.82 -2.07 0.16
C -5.24 -2.73 -0.48 -0.77
C -4.37 -3.81 -1.05 -0.25
O -3.02 -3.64 -0.56 -0.50
H -4.86 -1.73 -0.72 0.00
H -5.25 -2.87 0.58 0.20
H -6.28 -2.78 -0.71 0.56
H -4.38 -3.77 -2.11 0.18
H -4.72 -4.84 -0.69 0.35
H -2.75 -2.78 -0.93 0.27
C -5.53 1.04 -0.04 -0.59
C -5.54 1.59 1.36 -0.27
O -5.28 0.44 2.20 -0.58
H -4.58 0.59 -0.40 -0.14
H -5.79 1.78 -0.80 0.42
H -6.26 0.24 -0.08 0.27
H -6.58 1.95 1.54 0.31
H -4.81 2.39 1.45 0.24
H -4.42 0.07 1.98 0.19
```

Results
- HOMO (eV) = -9.5
- calculated total energy (eV) = -51177.663
- SMILES string = COC[C@H](C)N.CC(C)O.CC(C)O.CC(C)O.CC(C)O.CC(C)O.CCO.CCO.CCO.CCO
- total charge = 0

The following is a quantum chemistry calculation of 3 unconnected molecules or ions with the total composition C2H9NO2 in a non-equilibrium geometry, from the Open Molecules 2025 dataset.

The geometry in XYZ format:
```
14
Properties=species:S:1:pos:R:3:nbo_charge:R:1
C -0.32 1.72 -1.80 -0.44
C -1.03 -0.45 -2.13 -0.51
N 0.02 0.32 -1.91 -0.59
H -0.94 1.94 -0.91 0.12
H -0.92 2.08 -2.65 0.13
H 0.59 2.32 -1.74 0.16
H -1.99 -0.10 -2.55 0.10
H -0.79 -1.50 -2.34 0.13
H 1.75 -0.83 4.08 0.48
H 2.80 -0.67 5.13 0.46
O 2.15 -0.19 4.65 -0.94
H -0.67 -0.98 1.24 0.45
H -0.51 -1.97 0.05 0.47
O -0.15 -1.70 0.89 -1.02
```

Results
- 2S+1 = 2
- HOMO (spin up / spin down) (eV) = 0.5 / -3.7
- calculated total energy (eV) = -7802.944
- total charge = -1

The following is a quantum chemistry calculation of a molecular structure, H20O10Xe in a non-equilibrium geometry, from the Open Molecules 2025 dataset.

The geometry in XYZ format:
```
31
Properties=species:S:1:pos:R:3:nbo_charge:R:1
Xe 0.43 -0.67 0.29 0.00
O -0.13 2.36 -2.16 -0.96
H -0.37 3.27 -2.34 0.47
H 0.65 2.42 -1.61 0.50
O -2.08 -1.17 -2.52 -0.95
H -2.13 -2.09 -2.28 0.49
H -2.92 -0.98 -2.93 0.48
O -0.06 -3.55 -2.42 -0.95
H 0.81 -3.95 -2.43 0.48
H 0.08 -2.71 -1.98 0.47
O 2.34 2.25 -0.94 -0.96
H 2.24 2.72 -0.11 0.48
H 3.27 2.04 -0.98 0.49
O 2.17 -0.59 -2.72 -0.94
H 2.69 0.19 -2.52 0.46
H 1.27 -0.28 -2.75 0.48
O -2.34 1.14 -1.12 -1.02
H -1.63 1.64 -1.51 0.49
H -2.28 0.27 -1.53 0.49
O -3.19 0.46 1.71 -0.97
H -4.08 0.75 1.88 0.48
H -2.92 0.95 0.93 0.50
O 2.92 -3.10 2.85 -0.95
H 2.02 -2.80 2.96 0.48
H 3.40 -2.74 3.59 0.47
O 1.20 -0.30 4.07 -0.97
H 1.90 0.21 3.65 0.45
H 0.39 0.15 3.81 0.50
O -1.11 1.16 3.35 -0.97
H -1.70 0.91 2.64 0.50
H -0.81 2.03 3.11 0.46
```

Results
- HOMO (eV) = -10.7
- calculated total energy (eV) = -29762.450
- total charge = 0

The relative energy (zero: lowest compared OMol25 entry of this formula, charge and spin) results, record by record, are as follows: 7.049; 1.632; 0.666; 0.517 eV.